{"formula": "C6H9HgO3", "method": "ωB97M-V/def2-TZVPD", "spin_multiplicity": 2, "e_lumo_ev": [-10.48, -11.66], "e_homo_ha": [-0.6565, -0.7067], "de_lowest_kcal_mol": 54.8, "molar_mass_g_mol": 329.7, "total_charge": 2, "species": ["O", "Hg", "C", "O", "C", "C", "H", "H", "H", "C", "O", "C", "H", "H", "H", "C", "H", "H", "H"], "xyz": [[1.036, -0.590, -1.621], [1.854, 0.316, 1.943], [1.168, 0.213, 0.023], [-1.039, -0.266, 1.176], [0.096, -1.030, -0.794], [-0.175, -2.490, -0.646], [-0.688, -2.855, -1.544], [-0.824, -2.746, 0.200], [0.776, -3.027, -0.545], [-0.665, 0.003, -0.043], [-0.204, 1.488, -0.392], [-0.462, 2.113, -1.650], [-0.706, 1.399, -2.441], [-1.291, 2.784, -1.416], [0.475, 2.597, -1.943], [-2.347, 0.139, 1.631], [-3.042, 0.334, 0.808], [-2.702, -0.726, 2.193], [-2.211, 1.047, 2.225]]}

***

{"formula": "C13H17CdIN2", "method": "ωB97M-V/def2-TZVPD", "spin_multiplicity": 1, "e_lumo_ev": -0.85, "e_homo_ha": -0.2639, "de_lowest_kcal_mol": 0.0, "molar_mass_g_mol": 440.6, "species": ["C", "C", "H", "H", "H", "H", "H", "H", "Cd", "C", "H", "H", "H", "I", "C", "C", "C", "C", "N", "C", "C", "C", "C", "C", "C", "N", "H", "H", "H", "H", "H", "H", "H", "H"], "xyz": [[-0.503, -3.261, -1.359], [0.176, 1.611, -2.266], [0.450, -3.648, -0.979], [-0.790, -3.790, -2.277], [-1.282, -3.396, -0.598], [0.826, 2.040, -3.039], [0.781, 0.849, -1.751], [-0.683, 1.168, -2.798], [-0.320, -1.178, -1.780], [-0.284, 2.684, -1.286], [-0.018, 3.687, -1.639], [0.179, 2.552, -0.302], [-1.367, 2.657, -1.139], [-2.309, -0.718, -3.698], [-3.108, 0.967, 1.232], [-2.292, 1.209, 2.340], [-0.980, 0.739, 2.332], [-0.497, 0.037, 1.213], [-1.320, -0.218, 0.170], [-2.580, 0.233, 0.168], [0.923, -0.377, 1.084], [1.811, -0.359, 2.173], [3.142, -0.731, 1.988], [3.563, -1.144, 0.720], [2.634, -1.154, -0.324], [1.360, -0.757, -0.145], [-4.131, 1.325, 1.171], [-2.663, 1.764, 3.200], [-0.297, 0.920, 3.158], [-3.165, 0.019, -0.732], [1.424, -0.073, 3.148], [3.834, -0.713, 2.829], [4.585, -1.455, 0.518], [2.902, -1.490, -1.332]]}

***

{"formula": "C2H3N3O", "method": "ωB97M-V/def2-TZVPD", "spin_multiplicity": 1, "e_lumo_ev": [-2.04, -2.04], "e_homo_ha": [-0.3901, -0.3901], "de_lowest_kcal_mol": 123.5, "molar_mass_g_mol": 85.1, "species": ["C", "C", "N", "N", "N", "O", "H", "H", "H"], "xyz": [[-0.108, 0.684, -0.925], [0.623, 0.887, 0.210], [-0.410, -0.584, -0.975], [0.821, -0.260, 0.784], [0.106, -1.045, 0.075], [0.240, -2.939, 0.280], [-0.360, 1.477, -1.595], [0.980, 1.751, 0.630], [0.387, -2.909, 1.207]]}

***

{"formula": "C3H10NO", "method": "ωB97M-V/def2-TZVPD", "spin_multiplicity": 1, "e_lumo_ev": -3.72, "e_homo_ha": -0.4722, "de_lowest_kcal_mol": 62.3, "molar_mass_g_mol": 76.1, "total_charge": 1, "species": ["C", "N", "H", "H", "H", "H", "H", "H", "C", "C", "O", "H", "H", "H", "H"], "xyz": [[0.102, 1.940, 1.242], [-0.633, 2.012, -0.106], [1.161, 1.836, 1.040], [-0.330, 1.010, 1.663], [-0.161, 2.771, 1.857], [-0.671, 2.986, -0.415], [-0.122, 1.375, -0.725], [-1.499, 1.471, 0.004], [1.199, -2.234, -0.196], [0.385, -1.418, -0.907], [-0.743, -0.890, -0.282], [1.147, -1.953, 0.873], [1.264, -3.306, -0.312], [0.298, -1.473, -1.993], [-1.183, -1.567, 0.236]]}

***

{"formula": "C30H56F2N2S", "method": "ωB97M-V/def2-TZVPD", "spin_multiplicity": 1, "e_lumo_ev": -0.55, "e_homo_ha": -0.3333, "molar_mass_g_mol": 514.9, "species": ["F", "C", "C", "C", "C", "C", "C", "C", "N", "S", "N", "C", "C", "C", "C", "C", "F", "H", "H", "H", "H", "H", "H", "H", "H", "H", "H", "H", "H", "H", "H", "C", "C", "C", "C", "C", "C", "H", "H", "H", "H", "H", "H", "H", "H", "H", "H", "H", "H", "H", "H", "C", "C", "C", "C", "C", "C", "H", "H", "H", "H", "H", "H", "H", "H", "H", "H", "H", "H", "H", "H", "C", "C", "C", "C", "C", "C", "H", "H", "H", "H", "H", "H", "H", "H", "H", "H", "H", "H", "H", "H"], "xyz": [[-0.245, -5.531, 3.469], [-0.914, -4.345, 3.161], [-2.381, -4.637, 2.872], [-3.000, -3.733, 1.783], [-3.740, -2.539, 2.326], [-2.958, -1.532, 2.992], [-3.484, -0.397, 3.498], [-4.876, -0.209, 3.348], [-5.587, 0.844, 3.764], [-7.100, 0.566, 3.330], [-6.962, -0.869, 2.640], [-5.668, -1.203, 2.693], [-5.083, -2.399, 2.179], [-5.990, -3.425, 1.550], [-6.077, -4.765, 2.289], [-6.252, -4.606, 3.780], [-6.230, -5.872, 4.376], [-0.792, -3.684, 4.020], [-0.416, -3.904, 2.296], [-2.951, -4.522, 3.793], [-2.446, -5.676, 2.555], [-2.199, -3.355, 1.142], [-3.650, -4.317, 1.137], [-1.888, -1.681, 3.081], [-2.858, 0.338, 3.981], [-5.726, -3.579, 0.504], [-6.993, -3.001, 1.550], [-5.220, -5.416, 2.108], [-6.951, -5.297, 1.910], [-5.450, -4.027, 4.236], [-7.215, -4.157, 4.025], [0.923, 4.183, 0.534], [0.185, 2.877, 0.812], [-0.827, 2.506, -0.271], [-1.962, 3.512, -0.466], [-2.785, 3.795, 0.790], [-3.475, 2.557, 1.353], [0.242, 5.034, 0.502], [1.663, 4.385, 1.310], [1.448, 4.135, -0.422], [-0.306, 2.936, 1.788], [0.916, 2.068, 0.888], [-1.245, 1.521, -0.043], [-0.297, 2.393, -1.223], [-2.628, 3.133, -1.248], [-1.558, 4.453, -0.848], [-3.539, 4.549, 0.550], [-2.149, 4.239, 1.562], [-4.136, 2.107, 0.608], [-4.078, 2.807, 2.227], [-2.752, 1.800, 1.661], [1.167, 3.890, -3.731], [0.811, 2.438, -4.035], [1.867, 1.438, -3.565], [3.245, 1.601, -4.207], [3.256, 1.514, -5.732], [2.772, 0.171, -6.269], [2.080, 4.198, -4.243], [0.370, 4.562, -4.050], [1.318, 4.036, -2.659], [0.636, 2.322, -5.108], [-0.137, 2.195, -3.547], [1.497, 0.424, -3.741], [1.982, 1.531, -2.479], [3.908, 0.828, -3.804], [3.680, 2.557, -3.902], [4.277, 1.690, -6.082], [2.649, 2.318, -6.158], [3.381, -0.646, -5.878], [2.832, 0.141, -7.358], [1.734, -0.023, -5.994], [3.585, 0.850, 0.029], [4.529, -0.039, 0.833], [5.988, 0.406, 0.756], [6.582, 0.405, -0.654], [6.513, -0.937, -1.380], [7.279, -2.052, -0.674], [3.830, 0.835, -1.034], [2.552, 0.515, 0.131], [3.638, 1.886, 0.372], [4.433, -1.073, 0.490], [4.219, -0.037, 1.881], [6.589, -0.233, 1.409], [6.073, 1.417, 1.166], [7.629, 0.720, -0.589], [6.080, 1.162, -1.263], [6.919, -0.808, -2.386], [5.470, -1.238, -1.512], [8.331, -1.785, -0.554], [7.233, -2.980, -1.246], [6.870, -2.258, 0.317]]}

***

{"formula": "C50H38ClIN3OP2Sc", "method": "ωB97M-V/def2-TZVPD", "spin_multiplicity": 1, "e_lumo_ev": 0.06, "e_homo_ha": -0.2611, "de_lowest_kcal_mol": 13.2, "molar_mass_g_mol": 966.1, "species": ["Sc", "C", "P", "C", "C", "C", "C", "C", "C", "C", "C", "C", "C", "C", "C", "C", "C", "C", "C", "C", "P", "C", "C", "C", "C", "C", "C", "C", "C", "C", "C", "C", "C", "N", "H", "H", "H", "H", "H", "H", "H", "H", "H", "H", "H", "H", "H", "H", "H", "H", "H", "H", "H", "H", "H", "H", "H", "H", "H", "H", "Cl", "C", "C", "C", "I", "C", "O", "C", "N", "C", "C", "C", "C", "H", "H", "H", "H", "C", "C", "C", "C", "N", "C", "C", "C", "C", "C", "C", "C", "H", "H", "H", "H", "H", "H", "H", "H"], "xyz": [[-0.587, 0.885, 0.423], [-3.335, -0.892, 0.076], [-1.975, -1.545, -0.997], [-2.252, -3.322, -0.729], [-1.543, -3.967, 0.278], [-1.805, -5.297, 0.585], [-2.783, -5.989, -0.111], [-3.511, -5.346, -1.107], [-3.252, -4.019, -1.411], [-2.480, -1.253, -2.721], [-2.133, -2.141, -3.741], [-2.386, -1.819, -5.068], [-2.987, -0.610, -5.393], [-3.332, 0.280, -4.385], [-3.076, -0.036, -3.058], [-2.788, -1.043, 1.462], [-3.084, -1.987, 2.414], [-2.045, -1.931, 3.383], [-1.169, -0.959, 2.964], [0.199, -0.617, 3.468], [1.304, -0.799, 2.004], [1.623, -2.589, 1.827], [1.873, -3.065, 0.542], [2.213, -4.396, 0.331], [2.292, -5.265, 1.407], [2.043, -4.800, 2.695], [1.723, -3.468, 2.904], [2.966, -0.272, 2.553], [4.015, -0.421, 1.642], [5.300, -0.021, 1.969], [5.557, 0.538, 3.216], [4.522, 0.692, 4.125], [3.232, 0.290, 3.796], [-1.618, -0.384, 1.793], [-4.253, -1.460, -0.059], [-3.520, 0.146, -0.189], [-0.808, -3.421, 0.850], [-1.245, -5.782, 1.376], [-2.989, -7.026, 0.124], [-4.287, -5.880, -1.643], [-3.827, -3.523, -2.185], [-1.670, -3.090, -3.499], [-2.116, -2.519, -5.850], [-3.189, -0.363, -6.429], [-3.804, 1.224, -4.628], [-3.339, 0.672, -2.276], [-3.919, -2.674, 2.386], [-1.937, -2.546, 4.266], [0.478, -1.254, 4.307], [0.281, 0.422, 3.796], [1.781, -2.389, -0.301], [2.398, -4.753, -0.675], [2.546, -6.305, 1.247], [2.109, -5.478, 3.537], [1.550, -3.113, 3.913], [3.821, -0.856, 0.666], [6.104, -0.149, 1.252], [6.562, 0.849, 3.476], [4.714, 1.129, 5.098], [2.438, 0.423, 4.520], [-3.696, 7.124, -2.773], [-3.176, 5.608, -2.094], [-4.106, 4.710, -1.681], [-3.713, 3.470, -1.131], [-5.247, 2.249, -0.431], [-2.390, 3.099, -1.010], [-2.008, 1.932, -0.542], [-1.408, 4.075, -1.412], [-0.115, 3.747, -1.204], [0.802, 4.634, -1.493], [0.531, 5.895, -2.047], [-0.770, 6.240, -2.283], [-1.792, 5.327, -1.948], [-5.158, 4.944, -1.768], [1.832, 4.356, -1.282], [1.346, 6.572, -2.272], [-1.032, 7.201, -2.701], [2.067, 0.525, -3.245], [3.056, 1.453, -2.953], [3.099, 2.032, -1.699], [2.164, 1.658, -0.735], [1.193, 0.777, -1.039], [1.148, 0.230, -2.257], [2.134, 2.274, 0.615], [3.247, 2.967, 1.093], [3.201, 3.600, 2.324], [2.039, 3.543, 3.080], [0.949, 2.818, 2.617], [0.960, 2.152, 1.390], [1.992, 0.056, -4.216], [3.780, 1.736, -3.708], [3.844, 2.780, -1.473], [0.334, -0.460, -2.439], [4.172, 2.995, 0.528], [4.071, 4.129, 2.694], [1.991, 4.053, 4.037], [0.059, 2.778, 3.241]]}

***

{"formula": "C18H43NO4", "method": "ωB97M-V/def2-TZVPD", "spin_multiplicity": 1, "e_lumo_ev": 0.56, "smiles": "CC1(C)CCCC(C)(C)N1O.CC(C)O.CC(C)O.CC(C)O", "e_homo_ha": -0.2976, "de_lowest_kcal_mol": 0.0, "molar_mass_g_mol": 337.5, "species": ["C", "C", "C", "C", "C", "C", "N", "O", "C", "C", "C", "H", "H", "H", "H", "H", "H", "H", "H", "H", "H", "H", "H", "H", "H", "H", "H", "H", "H", "H", "C", "C", "C", "O", "H", "H", "H", "H", "H", "H", "H", "H", "C", "C", "C", "O", "H", "H", "H", "H", "H", "H", "H", "H", "C", "C", "C", "O", "H", "H", "H", "H", "H", "H", "H", "H"], "xyz": [[5.360, 1.609, -2.402], [4.025, 1.004, -2.820], [4.321, 0.128, -4.062], [3.243, -0.891, -4.400], [2.859, -1.722, -3.206], [2.615, -0.983, -1.907], [3.486, 0.181, -1.742], [3.357, 0.840, -0.516], [1.123, -0.573, -1.791], [2.927, -1.949, -0.749], [3.022, 2.125, -3.207], [5.823, 2.178, -3.209], [6.050, 0.805, -2.143], [5.227, 2.257, -1.534], [4.375, 0.844, -4.889], [5.330, -0.283, -3.985], [3.596, -1.558, -5.184], [2.414, -0.230, -4.682], [3.660, -2.451, -3.030], [1.995, -2.338, -3.473], [0.970, 0.055, -0.917], [0.818, -0.042, -2.700], [0.482, -1.455, -1.834], [2.467, -1.501, 0.140], [2.470, -2.939, -0.821], [3.975, -2.102, -0.494], [2.581, 2.640, -2.350], [2.261, 1.741, -3.881], [3.597, 2.927, -3.681], [2.512, 1.324, -0.565], [-3.385, 1.934, 0.225], [-3.572, 0.428, 0.193], [-2.389, -0.334, 0.805], [-4.703, 0.142, 1.054], [-4.334, 2.388, -0.066], [-2.642, 2.328, -0.478], [-3.019, 2.281, 1.191], [-3.889, -0.052, -0.732], [-1.577, -0.426, 0.074], [-2.708, -1.370, 0.963], [-2.061, -0.043, 1.802], [-4.731, 0.694, 1.840], [2.582, -4.259, 2.407], [1.534, -3.185, 2.724], [0.322, -3.356, 1.803], [1.137, -3.466, 4.074], [2.242, -5.263, 2.650], [3.436, -4.093, 3.072], [2.998, -4.175, 1.398], [1.916, -2.170, 2.683], [0.012, -4.407, 1.717], [0.596, -3.171, 0.761], [-0.581, -2.867, 2.166], [0.798, -4.353, 4.187], [-6.960, 3.873, 2.572], [-6.037, 2.712, 2.994], [-5.220, 2.991, 4.251], [-6.897, 1.554, 3.167], [-6.367, 4.699, 2.177], [-7.548, 4.204, 3.432], [-7.659, 3.549, 1.801], [-5.379, 2.449, 2.166], [-4.341, 3.595, 4.020], [-4.909, 2.051, 4.701], [-5.839, 3.557, 4.949], [-7.775, 1.918, 3.296]]}

***

{"formula": "C30H32ClFeN3SSi2", "method": "ωB97M-V/def2-TZVPD", "spin_multiplicity": 6, "e_lumo_ev": [-2.52, -3.11], "e_homo_ha": [-0.3235, -0.3973], "de_lowest_kcal_mol": 14.5, "molar_mass_g_mol": 614.1, "total_charge": 1, "species": ["C", "C", "C", "H", "C", "C", "H", "H", "H", "H", "Fe", "Si", "C", "C", "H", "C", "H", "C", "H", "C", "H", "C", "H", "C", "C", "H", "C", "H", "C", "H", "C", "H", "C", "H", "H", "Si", "C", "C", "H", "C", "H", "C", "H", "C", "H", "C", "H", "C", "C", "H", "C", "H", "C", "H", "C", "H", "C", "H", "H", "Cl", "N", "N", "C", "N", "S", "H", "H", "H", "H", "H"], "xyz": [[-2.468, -0.890, 4.860], [-2.797, -0.272, 3.603], [-2.680, -1.274, 2.576], [-3.181, 0.733, 3.466], [-2.269, -2.508, 3.201], [-2.136, -2.265, 4.611], [-1.914, -3.008, 5.375], [-2.550, -0.435, 5.843], [-2.938, -1.132, 1.538], [-2.136, -3.471, 2.717], [-0.828, -1.034, 3.525], [-0.978, -0.815, -1.975], [-0.530, 0.815, -2.820], [0.776, 0.955, -3.304], [1.536, 0.196, -3.089], [1.131, 2.066, -4.076], [2.160, 2.164, -4.431], [0.178, 3.043, -4.360], [0.456, 3.911, -4.961], [-1.115, 2.926, -3.849], [-1.840, 3.725, -4.027], [-1.472, 1.812, -3.081], [-2.487, 1.722, -2.679], [-0.296, -2.021, -3.296], [-0.823, -2.101, -4.602], [-1.775, -1.607, -4.833], [-0.134, -2.777, -5.619], [-0.534, -2.809, -6.637], [1.074, -3.424, -5.344], [1.621, -3.949, -6.133], [1.571, -3.404, -4.039], [2.501, -3.913, -3.796], [0.875, -2.726, -3.022], [1.274, -2.744, -2.004], [-2.462, -0.867, -2.008], [2.309, 1.254, -0.150], [1.354, -0.387, -0.144], [-0.139, -0.544, -0.259], [-0.689, 0.345, 0.082], [-0.729, -1.827, 0.091], [-1.831, -1.934, 0.169], [0.061, -2.881, 0.525], [-0.388, -3.846, 0.717], [1.432, -2.683, 0.731], [2.027, -3.472, 1.185], [2.046, -1.479, 0.371], [3.124, -1.400, 0.546], [0.989, 2.577, -0.084], [-0.057, 2.393, 0.829], [0.009, 1.583, 1.568], [-1.220, 3.149, 0.760], [-2.030, 2.957, 1.475], [-1.333, 4.132, -0.226], [-2.284, 4.650, -0.377], [-0.226, 4.448, -1.009], [-0.277, 5.268, -1.732], [0.954, 3.694, -0.930], [1.818, 3.936, -1.546], [3.454, 1.547, -0.962], [2.993, 1.283, 1.820], [-0.046, 0.770, 3.965], [0.963, 0.760, 4.992], [1.634, -0.407, 5.143], [2.726, -0.342, 5.919], [1.020, -1.824, 4.423], [0.378, 1.189, 3.121], [-0.752, 1.459, 4.270], [1.510, 1.634, 5.072], [3.333, -1.158, 6.023], [3.057, 0.534, 6.290]]}